1.
17
Properties=species:S:1:pos:R:3 method="wB97M-V/def2-TZVPD" multiplicity=1 lumo_energy_ev=0.487 homo_ev=-8.7 molar_mass_g_mol=343.84 e_above_lowest_kcal_mol=103.4 gap_ha=0.3387
C -0.5629 1.0225 -1.8578
C 0.0450 0.8511 -0.8645
C 1.0278 0.4692 0.0993
C -1.9852 0.9463 1.2665
C 1.0966 -0.7413 0.6771
C -1.9744 -0.2431 1.3891
C 1.7365 -1.1663 1.9961
N -1.1605 1.1786 -3.0802
Br 1.8761 1.9690 1.0114
Br -2.0048 2.7379 1.0917
Br 0.1771 -2.2187 -0.0969
H -0.4747 1.4064 -3.8634
H -1.8922 1.7892 -3.1129
H -2.2882 -1.2499 1.3375
H 1.7832 -0.3304 2.5420
H 2.5788 -1.8081 1.8792
H 0.9466 -1.7866 2.4704

---

2.
14
Properties=species:S:1:pos:R:3 method="wB97M-V/def2-TZVPD" multiplicity=1 lumo_energy_ev=1.191 homo_ev=-8.1 molar_mass_g_mol=71.12 e_above_lowest_kcal_mol=37.8 gap_ha=0.3411 smiles="C=CN.C=C"
C -1.9174 1.0033 0.3007
C -1.2107 0.8756 1.4137
H -1.9586 0.1428 -0.3578
H -2.3909 1.9236 -0.0110
H -0.6264 -0.0227 1.5913
H -1.2542 1.5521 2.2588
C 0.4728 -1.6855 -0.1707
C 1.4118 -0.7881 -0.4796
N 1.2564 0.4516 -1.0320
H -0.5321 -1.6270 -0.5858
H 0.7014 -2.7064 0.1114
H 2.4423 -1.1235 -0.4775
H 2.0752 1.0289 -1.0683
H 0.3722 0.9282 -1.0084

---

3.
119
Properties=species:S:1:pos:R:3 method="wB97M-V/def2-TZVPD" multiplicity=1 lumo_energy_ev=0.549 homo_ev=-8.5 molar_mass_g_mol=623.97 e_above_lowest_kcal_mol=305.6 gap_ha=0.3313 smiles=COC[C@H](C)N.COC[C@H](C)N.COC[C@H](C)N.COC[C@H](C)N.COC[C@H](C)N.COC[C@H](C)N.COC[C@H](C)N
C 14.0650 39.5110 26.5520
C 13.2990 39.2680 25.1830
C 14.3460 39.3280 24.0210
O 15.0240 40.4930 23.8950
C 15.9890 40.5470 22.8840
N 12.4340 38.1700 25.1780
H 13.2860 39.5940 27.2170
H 14.7280 40.2800 26.7470
H 14.5020 38.4740 26.6630
H 12.4910 40.2210 25.1090
H 13.7530 39.1480 22.9450
H 15.0330 38.5130 24.1190
H 15.2760 40.6030 21.9700
H 16.5750 39.7080 22.7700
H 16.5560 41.4210 23.1400
H 11.4430 38.4550 25.6110
H 12.0400 38.1160 24.2490
C 16.4040 42.2210 33.3950
C 16.5550 43.3390 32.3270
C 17.4430 44.4930 32.8190
O 16.8750 45.1980 33.9210
C 17.5290 46.4060 34.2670
N 17.0840 42.7980 31.0580
H 17.3270 41.8560 33.7980
H 15.7000 41.4270 33.0760
H 16.0660 42.7050 34.2510
H 15.6300 43.7560 32.1650
H 17.3420 45.3250 32.1350
H 18.5040 44.1470 32.7770
H 16.9890 46.9640 35.0740
H 17.6620 47.1250 33.5840
H 18.4470 45.9500 34.6270
H 17.9640 42.3320 31.2090
H 17.2420 43.5250 30.4610
C 14.3310 43.4420 26.4590
C 14.0080 44.4540 25.2820
C 14.8950 45.6540 25.3780
O 14.5680 46.2670 26.6530
C 15.3590 47.2740 27.0420
N 14.1790 43.8830 23.9240
H 15.3070 42.9400 26.4290
H 13.6100 42.6140 26.5660
H 14.2350 43.9450 27.4040
H 13.0490 44.8380 25.2970
H 14.8340 46.3050 24.5960
H 16.0180 45.4300 25.3960
H 14.5220 47.7280 27.7200
H 15.6510 48.0770 26.3040
H 16.0330 47.0490 27.7640
H 14.9770 43.3250 24.1580
H 13.2610 43.2330 23.9060
C 19.7480 43.9410 20.2330
C 21.1540 43.6030 20.8490
C 21.8590 44.8640 21.3150
O 21.9140 45.6860 20.1360
C 22.1000 47.1380 20.4500
N 20.9790 42.4820 21.8490
H 19.3090 44.4760 20.7220
H 19.3260 43.0080 19.6770
H 19.9650 44.6810 19.3350
H 21.7050 43.1420 20.1590
H 22.8680 44.6290 21.6320
H 21.2460 45.3290 21.9780
H 22.0220 47.6510 19.5260
H 23.1310 47.3760 20.8920
H 21.4730 47.4490 21.2290
H 20.6730 41.5720 21.2400
H 21.8760 42.2000 22.0590
C 21.5390 42.1630 32.8050
C 20.5780 41.9030 31.5950
C 21.2630 41.7810 30.1680
O 22.1280 40.7260 30.1390
C 22.8400 40.6250 28.8760
N 19.7790 40.7350 31.8460
H 22.0320 43.0950 32.6080
H 22.1680 41.2380 33.0720
H 20.9630 42.2550 33.6250
H 19.8090 42.8270 31.5190
H 21.6550 42.6400 29.7870
H 20.4870 41.5530 29.4660
H 23.7680 40.0920 28.9230
H 23.2500 41.6640 28.5800
H 22.0460 40.1680 28.1710
H 19.6030 40.5870 32.8990
H 20.5170 40.0820 31.6880
C 18.9860 44.5600 25.1550
C 20.1460 43.8850 25.8370
C 19.8540 42.5580 26.3460
O 18.8410 42.7350 27.3820
C 18.0370 41.5830 27.6170
N 21.3450 43.7130 24.8030
H 19.2930 45.7760 25.0090
H 18.0630 44.7620 25.8350
H 18.6210 44.2090 24.2600
H 20.4440 44.5230 26.7500
H 20.5720 42.2600 27.0610
H 19.6750 41.9230 25.4910
H 17.2970 41.7610 28.4930
H 18.7110 40.7950 27.8270
H 17.3910 41.4000 26.6820
H 21.8460 44.6110 24.6880
H 21.1040 43.0940 23.9790
C 18.2510 47.1590 29.8510
C 18.7560 45.8740 29.1550
C 20.0420 45.3870 29.6980
O 21.1200 46.3220 29.5320
C 22.3860 45.9680 30.1640
N 17.7840 44.8800 29.0380
H 17.6060 47.7170 29.0600
H 19.1290 47.8700 30.3600
H 17.5670 46.9360 30.7340
H 18.9400 46.2530 28.0760
H 20.4190 44.4610 29.2060
H 19.7260 45.1160 30.7160
H 22.4120 45.4680 31.0880
H 22.9880 46.8640 30.1550
H 22.7780 45.2400 29.3770
H 16.8820 45.0530 28.7030
H 18.2510 44.2810 28.3500

---

4.
18
Properties=species:S:1:pos:R:3 method="wB97M-V/def2-TZVPD" multiplicity=1 lumo_energy_ev="-5.268 / -5.268" charge=+1 homo_ev="-13.3 / -13.3" molar_mass_g_mol=191.05 e_above_lowest_kcal_mol=43.1 gap_ha="0.2951 / 0.2951" smiles="N[C@@]1(Br)C=CC=N[C@H]1[NH3+]"
C -2.0894 0.6016 0.2185
C -0.9273 1.2652 0.4216
C -1.9974 -0.7512 -0.2095
C 0.2770 -0.8946 -0.0809
C 0.4218 0.5257 0.5144
N -0.9602 -1.4239 -0.3972
N 1.6011 1.2051 0.1505
N 1.2400 -1.1633 -1.2691
Br 0.7034 0.3700 2.9063
H -3.0760 1.1749 0.2535
H -0.8651 2.2451 0.7616
H -2.9788 -1.2599 -0.4827
H 0.5260 -1.4464 0.7328
H 1.4359 2.1805 0.1740
H 2.4635 1.0576 0.6743
H 1.4408 -0.2880 -1.6822
H 0.6706 -1.9329 -1.7502
H 2.1140 -1.4655 -0.9358

---

5.
43
Properties=species:S:1:pos:R:3 method="wB97M-V/def2-TZVPD" multiplicity=1 lumo_energy_ev=1.087 charge=-1 homo_ev=-4.0 molar_mass_g_mol=393.10 gap_ha=0.1886
Li 1.6917 3.4262 -1.0172
Li 0.0858 -0.3036 -3.0441
Li 4.2281 -0.2591 0.4657
S 3.7501 1.7474 -3.3080
O 4.3431 1.3926 -2.0169
O 4.7352 1.6758 -4.3926
O 2.6986 0.8334 -3.6228
O 3.2376 3.0913 -3.1965
S -0.1023 0.1103 0.3996
O -1.0951 0.6520 1.3349
O 0.0325 1.1076 -0.6086
O 1.1940 -0.1024 0.9038
O -0.6858 -1.0894 -0.2548
O -4.3619 -0.9089 2.3293
H -4.2671 -1.1877 3.2400
H -3.5362 -0.4694 2.1257
O 1.1738 -4.5222 0.2022
H 0.4641 -5.1579 0.1096
H 0.7298 -3.6838 0.3298
O -0.2187 5.3368 -1.6543
H -1.1488 5.1544 -1.5202
H -0.1530 6.2909 -1.6136
O 4.3876 -2.7592 -0.7840
H 3.6983 -3.3208 -0.4295
H 4.3526 -2.9039 -1.7296
O -3.6828 -3.0773 -1.3886
H -2.8926 -2.6327 -1.0818
H -3.8344 -3.7691 -0.7446
O 2.1385 -1.3612 4.1757
H 1.8781 -0.8687 3.3973
H 1.9191 -2.2698 3.9694
O -1.2818 -0.2283 4.9925
H -0.3935 -0.5641 5.1122
H -1.3121 0.0491 4.0768
O -0.1197 -2.7463 -4.2694
H -0.8498 -3.2683 -3.9367
H 0.3055 -3.3119 -4.9140
O -3.7220 3.2707 -0.7348
H -3.4896 3.9031 -0.0548
H -3.1410 2.5261 -0.5788
O -2.1831 3.7677 3.1339
H -2.0118 2.9665 2.6389
H -2.5613 3.4637 3.9590

---

no.,E_tot (Ha)
1,-8046.935253
2,-212.490949
3,-2022.384344
4,-2933.874508
5,-2185.447181